## 1
ORCA calculation (ωB97M-V with the def2-TZVPD basis set) on C3H8NO2 as an isolated structure.

HOMO-LUMO gap: 0.37683 hartree

Structure (ORCA input):
```
! wB97M-V def2-TZVPD RIJCOSX def2/J DEFGRID3
* xyz 1 1
C -0.952 -0.193 -0.806
C 1.052 1.160 0.923
C 0.640 -0.111 0.423
N 1.151 -1.260 0.557
O -1.380 -1.457 -0.588
O -2.028 0.712 -0.810
H -0.449 -0.065 -1.885
H 1.581 1.176 1.840
H 1.653 1.656 0.173
H 0.235 1.918 0.898
H 1.867 -1.682 1.189
H 0.914 -1.804 -0.232
H -2.251 -1.316 -0.153
H -2.035 1.267 -1.528
*
```

## 2
ORCA calculation (ωB97M-V with the def2-TZVPD basis set) on a 2-piece molecular cluster, C3H8NO2 overall.

HOMO-LUMO gap: 0.40182 hartree

Structure (ORCA input):
```
! wB97M-V def2-TZVPD RIJCOSX def2/J DEFGRID3
* xyz 1 1
O -1.327 -0.234 -0.249
C -2.513 -0.408 -0.195
O -3.176 -1.419 -0.738
H -3.259 0.351 0.060
H -4.015 -1.691 -0.316
C 1.390 1.422 -0.121
C 2.074 -0.762 0.659
N 1.175 0.050 0.301
H 0.784 2.220 0.309
H 1.221 1.427 -1.212
H 2.468 1.648 -0.059
H 3.124 -0.497 0.593
H 1.838 -1.791 0.942
H 0.217 -0.314 0.027
*
```

Going by the computed energies, the most stable comes first: 2, 1.

## 1
ORCA calculation (ωB97M-V with the def2-TZVPD basis set) on C46H38N3O8PS2W as an isolated structure.

HOMO-LUMO gap (spin up / spin down): 0.24491 / 0.24515 hartree

Structure (ORCA input):
```
! wB97M-V def2-TZVPD RIJCOSX def2/J DEFGRID3
* xyz 0 1
W -0.113 0.167 0.810
O 1.843 1.083 2.146
C 3.067 1.042 1.399
C 2.501 1.246 -0.030
O 3.511 1.205 -1.036
O 1.516 0.310 -0.206
C 3.981 2.184 1.815
C 3.541 3.185 2.675
C 4.388 4.234 3.015
C 5.673 4.291 2.498
C 6.117 3.287 1.646
C 5.278 2.236 1.312
C 3.749 -0.307 1.599
C 4.231 -0.582 2.877
C 4.776 -1.817 3.181
C 4.867 -2.791 2.197
C 4.414 -2.515 0.916
C 3.854 -1.281 0.614
H 1.961 0.735 3.041
H 2.538 3.149 3.085
H 4.037 5.005 3.689
H 6.330 5.108 2.764
H 7.123 3.318 1.248
H 5.625 1.445 0.658
H 4.187 0.184 3.646
H 5.135 -2.017 4.182
H 5.293 -3.759 2.428
H 4.487 -3.269 0.142
H 3.489 -1.094 -0.384
O -0.094 2.803 3.852
C -0.402 2.400 2.758
O -0.707 1.143 2.494
C -0.505 3.372 1.570
P -0.623 2.411 0.018
C 0.758 2.844 -1.051
C 2.113 2.706 -0.424
C 3.295 2.596 -1.396
C 3.006 2.796 -2.849
C 1.765 3.005 -3.278
C 0.614 2.984 -2.370
C -2.144 2.920 -0.811
C -2.321 4.233 -1.249
C -3.509 4.606 -1.854
C -4.524 3.670 -2.021
C -4.354 2.367 -1.582
C -3.164 1.987 -0.974
H 0.361 4.035 1.584
H -1.391 3.990 1.722
H 2.257 3.426 0.380
H 4.159 3.188 -1.085
H 3.843 2.777 -3.536
H 1.573 3.160 -4.333
H -0.378 3.040 -2.804
H -1.526 4.959 -1.120
H -3.646 5.623 -2.195
H -5.451 3.962 -2.498
H -5.144 1.640 -1.715
H -3.014 0.970 -0.636
C -0.845 -0.531 -1.022
C -1.293 -0.928 -2.080
C -1.850 -1.520 -3.259
C -1.554 -1.008 -4.526
C -2.093 -1.595 -5.659
C -2.937 -2.693 -5.545
C -3.236 -3.204 -4.289
C -2.697 -2.626 -3.150
H -0.895 -0.153 -4.606
H -1.857 -1.194 -6.637
H -3.357 -3.149 -6.431
H -3.892 -4.060 -4.194
H -2.925 -3.029 -2.166
S 0.651 -1.919 2.074
C 0.603 -3.160 0.908
N 0.661 -4.456 1.229
C 0.302 -5.296 0.084
C 0.329 -4.289 -1.086
N 0.530 -3.011 -0.406
H 0.422 -4.731 2.169
H -0.691 -5.716 0.238
H 1.019 -6.104 -0.048
H -0.607 -4.280 -1.643
H 1.151 -4.481 -1.776
H 0.216 -2.138 -0.808
O -3.639 -4.142 -0.888
S -3.243 -3.858 0.466
O -2.726 -4.958 1.242
N -2.182 -2.619 0.491
C -2.665 -1.597 1.147
O -2.082 -0.483 1.312
C -4.056 -1.772 1.665
C -4.837 -0.869 2.361
C -6.113 -1.270 2.736
C -6.587 -2.541 2.420
C -5.798 -3.446 1.718
C -4.536 -3.028 1.354
H -4.448 0.111 2.606
H -6.749 -0.588 3.285
H -7.585 -2.828 2.725
H -6.158 -4.435 1.468
*
```

## 2
ORCA calculation (ωB97M-V with the def2-TZVPD basis set) on C46H38N3O8PS2W as an isolated structure.

HOMO-LUMO gap (spin up / spin down): 0.24865 / 0.24869 hartree

Structure (ORCA input):
```
! wB97M-V def2-TZVPD RIJCOSX def2/J DEFGRID3
* xyz 0 1
W 0.807 0.050 -0.574
O -1.960 -0.219 0.917
C -2.753 -0.973 0.016
C -2.034 -1.067 -1.353
O -2.502 -1.650 -2.289
O -0.871 -0.440 -1.390
C -2.919 -2.350 0.661
C -3.478 -2.378 1.939
C -3.679 -3.579 2.593
C -3.321 -4.774 1.978
C -2.761 -4.749 0.712
C -2.562 -3.541 0.050
C -4.132 -0.341 -0.190
C -4.488 0.836 0.452
C -5.756 1.380 0.275
C -6.678 0.747 -0.540
C -6.328 -0.437 -1.178
C -5.066 -0.980 -1.004
H -2.004 0.717 0.663
H -3.762 -1.446 2.413
H -4.116 -3.586 3.584
H -3.482 -5.717 2.485
H -2.482 -5.674 0.223
H -2.137 -3.543 -0.945
H -3.798 1.360 1.101
H -6.011 2.305 0.775
H -7.665 1.170 -0.679
H -7.041 -0.942 -1.817
H -4.797 -1.899 -1.504
O 4.253 -1.180 1.473
C 3.242 -0.546 1.277
O 2.679 -0.438 0.096
C 2.535 0.245 2.361
P 0.746 0.110 2.026
C -0.045 1.581 2.757
C 0.606 2.814 2.781
C -0.059 3.957 3.203
C -1.382 3.885 3.612
C -2.032 2.659 3.612
C -1.370 1.515 3.191
C 0.234 -1.271 3.082
C 0.137 -1.110 4.465
C -0.177 -2.192 5.271
C -0.386 -3.444 4.703
C -0.283 -3.609 3.332
C 0.022 -2.524 2.519
H 2.837 1.282 2.204
H 2.835 -0.079 3.354
H 1.634 2.901 2.456
H 0.461 4.907 3.207
H -1.903 4.778 3.933
H -3.062 2.588 3.940
H -1.889 0.565 3.192
H 0.304 -0.138 4.915
H -0.255 -2.061 6.342
H -0.632 -4.289 5.335
H -0.453 -4.577 2.881
H 0.094 -2.659 1.449
C 1.943 0.266 -2.273
C 2.612 0.390 -3.280
C 3.413 0.487 -4.460
C 2.878 0.166 -5.711
C 3.662 0.252 -6.850
C 4.989 0.650 -6.762
C 5.529 0.967 -5.523
C 4.750 0.891 -4.379
H 1.844 -0.146 -5.775
H 3.233 0.005 -7.813
H 5.599 0.714 -7.654
H 6.563 1.281 -5.446
H 5.166 1.146 -3.413
S 0.888 -2.575 -1.009
C 2.490 -3.099 -1.184
N 3.552 -2.392 -1.549
C 4.778 -3.158 -1.347
C 4.244 -4.595 -1.380
N 2.858 -4.380 -0.972
H 3.514 -1.385 -1.452
H 5.222 -2.905 -0.381
H 5.494 -2.966 -2.143
H 4.764 -5.249 -0.685
H 4.297 -5.018 -2.386
H 2.162 -5.104 -0.934
O -1.155 2.573 -2.911
S -1.317 2.949 -1.544
O -2.628 2.989 -0.964
N -0.335 2.030 -0.567
C 0.800 2.702 -0.335
O 1.788 2.023 -0.014
C 0.745 4.147 -0.576
C 1.654 5.139 -0.259
C 1.330 6.443 -0.604
C 0.137 6.741 -1.254
C -0.769 5.741 -1.584
C -0.434 4.451 -1.229
H 2.584 4.900 0.239
H 2.017 7.245 -0.368
H -0.085 7.768 -1.514
H -1.693 5.967 -2.098
*
```

Going by the computed energies, the most stable comes first: 2, 1.

## 1
ORCA calculation (ωB97M-V with the def2-TZVPD basis set) on a 2-piece molecular cluster, C5H8O4 overall.

Structure (SMILES): C=C(C)C(=O)O.O=CO
HOMO-LUMO gap: 0.38315 hartree

Structure (ORCA input):
```
! wB97M-V def2-TZVPD RIJCOSX def2/J DEFGRID3
* xyz 0 1
C -0.679 -1.442 0.440
C -0.589 -0.141 0.688
C -1.734 0.819 0.605
C 0.721 0.414 1.107
O 1.797 -0.018 0.742
O 0.629 1.450 1.934
H -1.613 -1.893 0.147
H 0.173 -2.096 0.517
H -1.574 1.517 -0.222
H -2.663 0.285 0.432
H -1.810 1.395 1.526
H 1.512 1.772 2.180
O 0.415 -0.468 -3.403
C 0.943 -0.276 -2.352
O 1.685 -1.159 -1.712
H 0.845 0.697 -1.816
H 1.940 -0.856 -0.812
*
```

## 2
ORCA calculation (ωB97M-V with the def2-TZVPD basis set) on one molecule with the formula C5H8O4.

Structure (SMILES): OC[C@]1(O)CC=C(O)O1
HOMO-LUMO gap: 0.33104 hartree

Structure (ORCA input):
```
! wB97M-V def2-TZVPD RIJCOSX def2/J DEFGRID3
* xyz 0 1
O 2.513 0.229 0.636
C 1.434 -0.633 0.903
C 0.386 -0.513 -0.216
O 0.802 -1.337 -1.254
C 0.132 0.952 -0.651
C -1.334 1.112 -0.380
C -1.795 -0.019 0.144
O -3.030 -0.363 0.555
O -0.865 -1.003 0.292
H 3.310 -0.137 1.030
H 1.744 -1.681 0.943
H 0.949 -0.365 1.852
H 0.126 -1.351 -1.943
H 0.390 1.080 -1.705
H 0.752 1.635 -0.071
H -1.888 2.006 -0.582
H -3.624 0.389 0.448
*
```

## 3
ORCA calculation (ωB97M-V with the def2-TZVPD basis set) on a 3-piece molecular cluster, C5H8O4 overall.

HOMO-LUMO gap (spin up / spin down): 0.30288 / 0.27506 hartree

Structure (ORCA input):
```
! wB97M-V def2-TZVPD RIJCOSX def2/J DEFGRID3
* xyz 0 1
C 0.636 0.016 -0.085
C -1.282 1.609 0.007
C 1.042 -1.783 0.979
C -1.656 2.100 -1.164
C 0.779 -2.996 0.542
O -0.465 -0.139 0.528
O 0.716 -0.188 -1.414
O 1.585 0.849 0.362
O -1.517 2.196 1.197
H -0.161 -0.488 -1.698
H 2.140 1.095 -0.394
H -1.088 1.657 1.878
H 1.570 -1.501 1.882
H -1.292 1.693 -2.098
H -2.346 2.941 -1.223
H 1.151 -3.886 1.054
H 0.188 -3.177 -0.354
*
```

## 4
ORCA calculation (ωB97M-V with the def2-TZVPD basis set) on one molecule with the formula C5H8O4.

HOMO-LUMO gap: 0.28902 hartree

Structure (ORCA input):
```
! wB97M-V def2-TZVPD RIJCOSX def2/J DEFGRID3
* xyz 0 1
C 0.488 -0.400 0.249
C 0.934 0.887 0.931
C -1.196 0.009 -0.302
C 1.735 -0.661 -0.891
C -1.660 1.255 -0.432
O 0.022 -0.615 -1.255
O 0.412 -1.536 1.016
O -2.003 -1.046 0.003
O 2.482 0.169 -1.304
H -0.511 -1.671 1.286
H -1.937 -1.701 -0.707
H 1.824 -1.750 -0.890
H 1.142 1.650 0.187
H 0.154 1.231 1.610
H 1.854 0.676 1.475
H -1.012 2.096 -0.606
H -2.726 1.409 -0.373
*
```

Going by the computed energies, the most stable comes first: 1, 2, 4, 3.

## 1
ORCA calculation (ωB97M-V with the def2-TZVPD basis set) on one molecule with the formula C2H3N3O2.

Structure (SMILES): [H]/N=c1/oncn1O
HOMO-LUMO gap: 0.35450 hartree

Structure (ORCA input):
```
! wB97M-V def2-TZVPD RIJCOSX def2/J DEFGRID3
* xyz 0 1
H 0.655 -1.696 0.915
N 1.514 -1.212 0.818
C 0.903 -0.184 0.290
O 1.459 1.006 0.078
N 0.666 1.754 -0.764
C -0.574 1.366 -0.627
N -0.605 0.087 0.255
O -1.084 -1.150 -0.185
H -1.326 1.792 -1.469
H -1.607 -1.761 0.688
*
```

## 2
ORCA calculation (ωB97M-V with the def2-TZVPD basis set) on C2H3N3O2 as an isolated structure.

HOMO-LUMO gap: 0.37834 hartree

Structure (ORCA input):
```
! wB97M-V def2-TZVPD RIJCOSX def2/J DEFGRID3
* xyz 0 1
C 1.558 -0.212 -0.095
C -0.652 0.529 0.080
H 1.086 -0.987 -0.811
H 2.615 0.258 -0.352
H 1.903 -0.466 1.147
N -0.771 -0.804 0.036
N -2.042 -0.863 0.064
N -1.708 1.377 0.018
O 0.692 0.910 0.009
O -2.680 0.258 -0.097
*
```

## 3
ORCA calculation (ωB97M-V with the def2-TZVPD basis set) on one molecule with the formula C2H3N3O2.

Structure (SMILES): OCc1nnno1
HOMO-LUMO gap: 0.44346 hartree

Structure (ORCA input):
```
! wB97M-V def2-TZVPD RIJCOSX def2/J DEFGRID3
* xyz 0 1
O -1.861 -0.520 -0.491
C -1.082 0.467 0.167
C 0.397 0.178 0.016
N 1.332 1.030 -0.191
N 2.481 0.277 -0.293
N 2.246 -0.948 -0.110
O 0.871 -1.067 0.114
H -1.767 -1.398 -0.041
H -1.251 1.394 -0.380
H -1.367 0.588 1.210
*
```

## 4
ORCA calculation (ωB97M-V with the def2-TZVPD basis set) on one molecule with the formula C2H3N3O2.

Structure (SMILES): O=c1nc[nH]n1O
HOMO-LUMO gap: 0.37063 hartree

Structure (ORCA input):
```
! wB97M-V def2-TZVPD RIJCOSX def2/J DEFGRID3
* xyz 0 1
O 2.349 -0.184 0.440
C 1.118 -0.351 0.173
N 0.401 -1.518 0.555
C -0.819 -1.088 0.214
N -1.042 0.190 -0.068
N 0.260 0.554 -0.510
O 0.399 1.891 -0.487
H -1.785 -1.901 -0.053
H -1.929 0.367 -0.673
H 1.048 2.039 0.410
*
```

Going by the computed energies, the most stable comes first: 3, 4, 2, 1.